A structure of composition C19H19N7O4PPt in a non-equilibrium geometry, computed with ωB97M-V/def2-TZVPD.

As for the energy relative to the best compared isomer or geometry (same formula, charge and spin): 42.7 kcal/mol. The total charge is +1. The orbital gap (spin up / spin down) comes out at 7.4 / 7.4 eV.

Geometry as XYZ:
```
51
C19H19N7O4PPt (ωB97M-V/def2-TZVPD)
Pt -0.550 0.937 0.975
P 2.333 0.800 -1.178
O -2.615 0.833 0.702
O -5.155 -4.418 2.904
O -1.072 0.240 2.933
O -6.415 -4.043 1.199
N 1.270 -0.422 1.090
N -5.500 -3.757 1.945
N 1.086 2.464 0.711
N 3.105 -1.417 0.411
N 2.756 3.438 -0.329
N -0.472 0.911 -1.159
N 0.315 0.168 -3.059
C 1.224 -0.317 -4.094
C -5.128 -1.726 0.563
C -3.726 -2.159 2.469
C 2.206 -0.425 0.162
C 1.561 -1.428 1.965
C -4.416 -0.599 0.266
C 2.245 4.353 0.546
C 4.243 -1.821 -0.411
C 2.028 2.295 -0.197
C -1.054 0.188 -3.167
C -1.533 0.649 -1.980
C -4.760 -2.521 1.662
C -2.977 -1.008 2.177
C 3.894 3.654 -1.223
C 1.207 3.739 1.187
C -3.282 -0.219 1.031
C 0.638 0.599 -1.819
C -1.916 -0.663 3.060
C 2.696 -2.062 1.547
H 0.994 0.162 -5.042
H 3.594 3.537 -2.261
H -2.547 0.824 -1.664
H -4.695 0.039 -0.563
H -1.561 -0.113 -4.069
H 0.551 4.125 1.948
H 1.124 -1.394 -4.208
H 0.956 -1.623 2.834
H 5.131 -1.914 0.207
H 2.646 5.349 0.641
H 4.042 -2.778 -0.887
H -1.861 -1.255 3.982
H -5.985 -2.020 -0.027
H -3.489 -2.773 3.330
H 4.692 2.951 -1.001
H 4.264 4.664 -1.077
H 3.240 -2.893 1.965
H 2.248 -0.080 -3.821
H 4.422 -1.074 -1.178
```

Okay, here come the natural (NBO) numbers, in e, for every atom: Pt 1.113; P 0.763; O -0.711; O -0.376; O -0.593; O -0.368; N -0.516; N 0.536; N -0.526; N -0.315; N -0.315; N -0.461; N -0.309; C -0.410; C -0.102; C -0.078; C 0.064; C -0.064; C -0.324; C -0.056; C -0.409; C 0.054; C -0.064; C -0.053; C -0.056; C -0.347; C -0.407; C -0.064; C 0.536; C 0.093; C 0.448; C -0.061; H 0.230; H 0.219; H 0.256; H 0.229; H 0.241; H 0.237; H 0.225; H 0.232; H 0.228; H 0.237; H 0.222; H 0.166; H 0.258; H 0.252; H 0.220; H 0.234; H 0.238; H 0.227; H 0.224

A structure of composition C17H18AsN2O6RhS2, computed with ωB97M-V/def2-TZVPD.

As for the energy relative to the best compared isomer or geometry (same formula, charge and spin): 0.0 kcal/mol. The total charge is -2. The orbital gap comes out at 6.3 eV.

Geometry as XYZ:
```
47
C17H18AsN2O6RhS2 (ωB97M-V/def2-TZVPD)
Rh 0.103 -2.016 -0.576
As -1.829 0.123 -2.312
S -0.119 3.406 -1.812
S 1.108 -2.880 1.341
O -2.947 1.402 -1.913
O -0.908 2.754 -0.764
O -2.551 -0.889 -3.380
O -1.371 -0.561 -0.842
O 1.107 4.009 -1.317
O -0.910 4.274 -2.672
N -0.934 -1.152 2.091
N -1.645 -3.199 1.521
C 1.440 0.298 -4.807
C 1.598 2.371 -3.615
C -1.137 -4.263 -1.710
C -0.536 -2.316 1.407
C -0.166 0.071 1.968
C -0.851 -5.511 -1.144
C -3.406 -4.990 -2.082
C -2.830 -2.349 1.356
C -1.835 -6.484 -1.050
C -0.104 -3.228 -1.803
C 2.104 1.488 -4.552
C 0.429 2.085 -2.913
C -3.118 -6.229 -1.518
C -0.243 0.884 -3.163
C 0.275 0.006 -4.117
C -2.431 -4.010 -2.187
C -2.385 -1.024 1.988
H 0.893 -0.164 2.069
H -1.588 -3.938 0.832
H 0.147 -5.691 -0.758
H -2.653 -3.032 -2.609
H -1.603 -7.442 -0.597
H -4.409 -4.778 -2.437
H -0.341 0.584 1.016
H -2.819 -0.872 2.985
H -3.890 -6.986 -1.436
H -0.447 0.745 2.782
H 2.106 3.300 -3.395
H -2.656 -0.183 1.346
H -3.062 -2.187 0.299
H -3.693 -2.788 1.859
H -2.456 1.996 -1.303
H 3.021 1.728 -5.079
H -0.257 -0.920 -4.297
H 1.830 -0.408 -5.530
```

Okay, here come the natural (NBO) numbers, in e, for every atom: Rh 0.432; As 2.478; S 2.406; S -0.241; O -1.043; O -1.048; O -1.200; O -1.211; O -1.021; O -1.015; N -0.474; N -0.655; C -0.233; C -0.228; C -0.189; C 0.152; C -0.428; C -0.232; C -0.154; C -0.234; C -0.226; C -0.077; C -0.227; C -0.206; C -0.281; C -0.448; C -0.187; C -0.238; C -0.216; H 0.215; H 0.389; H 0.220; H 0.278; H 0.193; H 0.190; H 0.233; H 0.164; H 0.190; H 0.182; H 0.231; H 0.217; H 0.211; H 0.176; H 0.521; H 0.190; H 0.249; H 0.196

A cluster of 2 separate species, C5H11O3PSi in total in a non-equilibrium geometry, computed with ωB97M-V/def2-TZVPD.

As for the energy relative to the best compared isomer or geometry (same formula, charge and spin): 1.8 kcal/mol. The total charge is -2. The orbital gap comes out at 5.6 eV.

Geometry as XYZ:
```
21
C5H11O3PSi (ωB97M-V/def2-TZVPD)
P -4.178 -0.262 2.381
Si 0.917 0.051 -0.720
O -4.339 1.232 2.468
O -5.072 -1.060 1.473
O -3.425 -0.990 3.416
C 2.043 1.661 -0.603
C -0.828 0.455 -0.865
C -1.946 0.106 -0.224
C 1.684 -0.703 -2.251
C 1.875 -0.898 0.750
H 2.252 -0.047 -2.855
H -2.880 0.400 -0.586
H 1.182 -1.633 1.221
H 1.770 -0.141 1.506
H 2.993 1.444 0.049
H 2.481 1.995 -1.600
H 2.154 -1.591 -1.983
H -2.064 -0.328 0.724
H 2.951 -1.267 0.809
H 1.622 2.586 -0.128
H 0.810 -1.009 -2.982
```

Okay, here come the natural (NBO) numbers, in e, for every atom: P 2.409; Si 1.529; O -1.133; O -1.141; O -1.140; C -1.082; C -0.858; C -0.447; C -1.112; C -1.141; H 0.210; H 0.150; H 0.213; H 0.211; H 0.188; H 0.190; H 0.206; H 0.129; H 0.191; H 0.211; H 0.217

A cluster of 2 separate species, C4H12 in total in a non-equilibrium geometry, computed with ωB97M-V/def2-TZVPD.

As for the energy relative to the best compared isomer or geometry (same formula, charge and spin): 14.1 kcal/mol. As for the SMILES: CC.CC. The orbital gap comes out at 12.1 eV.

Geometry as XYZ:
```
16
C4H12 (ωB97M-V/def2-TZVPD)
C -0.919 0.618 2.928
C 0.095 -0.736 -2.792
C 1.176 -0.754 -1.737
C -0.323 0.909 1.577
H 1.291 -1.736 -1.256
H -1.119 -0.438 3.119
H -1.867 1.139 3.039
H -0.699 0.008 -2.618
H 0.786 -0.329 -0.798
H -1.116 0.726 0.841
H -0.607 -1.573 -2.700
H 0.150 1.888 1.543
H 0.459 0.222 1.250
H 2.125 -0.349 -2.046
H -0.236 0.899 3.738
H 0.529 -0.677 -3.785
```

Okay, here come the natural (NBO) numbers, in e, for every atom: C -0.606; C -0.624; C -0.628; C -0.610; H 0.208; H 0.203; H 0.203; H 0.207; H 0.208; H 0.202; H 0.207; H 0.209; H 0.200; H 0.212; H 0.200; H 0.209

A cluster of 2 separate species, CHNOS in total in a non-equilibrium geometry, computed with ωB97M-V/def2-TZVPD.

As for the energy relative to the best compared isomer or geometry (same formula, charge and spin): 62.3 kcal/mol. The orbital gap (spin up / spin down) comes out at 7.2 / 7.2 eV.

Geometry as XYZ:
```
5
CHNOS (ωB97M-V/def2-TZVPD)
S -0.060 1.954 0.735
O -0.413 -1.642 -1.020
N -0.800 -0.541 -0.943
C 0.272 0.455 0.409
H 1.001 -0.226 0.818
```

Okay, here come the natural (NBO) numbers, in e, for every atom: S 0.159; O -0.223; N 0.215; C -0.328; H 0.177

A structure of composition CH5N3OP in a non-equilibrium geometry, computed with ωB97M-V/def2-TZVPD.

As for the energy relative to the best compared isomer or geometry (same formula, charge and spin): 28.7 kcal/mol. The total charge is +1. The orbital gap comes out at 8.8 eV.

Geometry as XYZ:
```
11
CH5N3OP (ωB97M-V/def2-TZVPD)
P 2.817 -0.467 -0.130
O 3.596 0.561 0.395
N -1.406 0.802 0.280
N -0.828 -1.295 -0.344
N 0.674 0.408 -0.457
C -0.497 -0.034 -0.144
H -0.239 -1.835 -0.858
H 0.723 1.290 -0.006
H -2.165 0.522 0.836
H -1.644 -1.693 0.098
H -1.031 1.741 0.329
```

Okay, here come the natural (NBO) numbers, in e, for every atom: P 1.646; O -0.906; N -0.755; N -0.759; N -0.872; C 0.632; H 0.406; H 0.365; H 0.419; H 0.419; H 0.406

| no. | E_tot (eV) |
| --- | --- |
| 1 | -51158.67082 |
| 2 | -118703.72051 |
| 3 | -28672.03469 |
| 4 | -4341.91785 |
| 5 | -15421.53850 |
| 6 | -16917.71480 |